[1]
Density functional theory data (ωB97M-V/def2-TZVPD) for 14 unconnected molecules or ions with the total composition H28O14.

Output
**Relative energy (zero: lowest compared OMol25 entry of this formula, charge and spin)**: 49.1 kcal/mol
**Total charge**: 0
**E**: -29119.523 eV
**F_max**: 2.8 eV/Å
**Orbital gap**: 9.226 eV

Positions of all 42 atoms, in Å:
O1 1.14 1.06 2.78
H1 -0.28 -4.29 -0.97
H2 -3.06 2.51 0.09
H3 0.69 1.77 2.30
H4 -2.72 1.17 1.69
H5 0.09 0.53 0.51
O2 0.15 -3.75 -0.28
H6 -2.31 1.54 -0.71
H7 3.94 -1.41 -1.96
O3 -0.56 -1.31 3.50
H8 2.74 0.39 0.31
H9 1.69 -0.84 1.17
O4 -2.37 0.86 2.52
H10 -0.95 3.04 0.92
H11 0.23 -0.29 -0.64
H12 -2.83 -1.60 -0.70
H13 -0.61 -3.20 -0.10
H14 1.60 0.29 -2.25
H15 -0.90 -0.99 4.35
O5 -1.06 1.84 -1.97
H16 -1.66 0.26 2.29
H17 0.86 -0.64 -3.10
O6 2.91 1.23 -0.17
H18 2.57 -1.58 -1.86
H19 -1.77 -1.08 -3.02
H20 -1.54 -1.33 0.06
H21 1.91 1.34 3.27
H22 -0.19 2.20 -1.82
O7 -2.31 -0.38 -2.70
H23 -1.61 0.29 -2.48
O8 2.60 -1.12 1.28
O9 -3.18 1.67 -0.32
H24 0.29 2.92 0.06
O10 -2.31 -1.92 0.03
O11 3.35 -1.90 -1.40
O12 -0.16 2.55 0.83
H25 3.26 0.96 -1.04
O13 1.04 -0.49 -2.19
H26 0.13 -0.71 3.20
H27 -1.51 2.57 -2.36
O14 0.06 -0.37 0.28
H28 2.62 -1.76 0.61

Here are the natural (NBO) charges for atoms 1 to 6, given in e:
1. O -0.995
2. H 0.455
3. H 0.444
4. H 0.502
5. H 0.467
6. H 0.483

***

[2]
Density functional theory data (ωB97M-V/def2-TZVPD) for 14 unconnected molecules or ions with the total composition H28O14.

Output
**Relative energy (zero: lowest compared OMol25 entry of this formula, charge and spin)**: 208.4 kcal/mol
**Total charge**: 0
**E**: -29112.614 eV
**F_max**: 6.3 eV/Å
**Orbital gap**: 7.376 eV

Positions of all 42 atoms, in Å:
H1 -4.42 -0.57 0.00
O1 -0.24 2.85 1.11
H2 -5.72 -0.56 0.79
H3 1.39 -4.02 2.45
H4 -0.05 -0.88 -0.31
O2 5.49 0.65 -2.93
H5 4.14 -3.20 0.60
O3 2.19 -3.63 2.09
H6 -2.17 -1.19 -3.21
H7 5.21 -0.01 -2.38
H8 1.28 -0.03 -0.35
O4 3.29 3.80 1.35
O5 3.59 -3.54 -0.06
H9 -3.41 -2.00 -2.39
O6 -0.36 -2.51 0.39
O7 0.65 2.90 -0.80
H10 -4.43 -1.18 -1.54
H11 -0.81 -0.59 3.92
H12 2.36 3.82 1.10
O8 -5.33 -0.22 -0.02
H13 4.73 1.27 -2.73
O9 -0.49 -1.50 3.66
H14 -1.66 1.87 -2.84
H15 -0.59 -2.42 -0.51
H16 0.57 2.39 0.81
H17 -2.17 1.42 -1.56
H18 -1.16 -2.93 0.73
H19 -0.34 -1.63 2.72
H20 3.46 -2.86 -0.80
H21 -1.65 3.37 2.97
H22 0.35 2.06 -1.22
O10 0.94 -0.90 -0.54
H23 -1.83 -1.07 -1.74
O11 -1.37 -1.16 -2.56
H24 -0.66 2.83 0.31
H25 3.41 4.77 1.73
H26 2.76 -4.40 1.77
O12 -1.35 1.73 -2.01
O13 -3.52 -1.19 -1.82
O14 -1.01 2.72 2.86
H27 -1.60 2.10 2.35
H28 0.53 3.65 -1.37

Here are the natural (NBO) charges for atoms 1 to 6, given in e:
1. H 0.468
2. O -0.935
3. H 0.484
4. H 0.463
5. H 0.465
6. O -0.916

***

[3]
Density functional theory data (ωB97M-V/def2-TZVPD) for 14 unconnected molecules or ions with the total composition H28O14.

Output
**Relative energy (zero: lowest compared OMol25 entry of this formula, charge and spin)**: 16.2 kcal/mol
**Total charge**: 0
**E**: -29120.951 eV
**F_max**: 0.8 eV/Å
**Orbital gap**: 10.060 eV

Positions of all 42 atoms, in Å:
O1 0.82 2.35 1.67
H1 -2.03 3.65 1.20
H2 0.98 3.10 1.09
O2 0.74 -3.28 0.43
H3 2.42 2.72 -1.70
H4 -0.87 1.42 -2.32
O3 -0.34 -1.89 2.61
H5 -3.00 -1.72 0.63
H6 -1.42 2.70 -1.71
H7 -0.73 -0.48 -3.22
H8 -0.46 0.09 -0.59
H9 0.37 1.68 1.10
O4 -3.19 0.91 -0.90
H10 -1.11 -1.38 -2.04
H11 -0.41 0.30 3.78
H12 0.18 -4.07 0.42
H13 3.50 -0.27 -1.41
H14 0.91 2.42 -1.89
H15 2.07 0.21 -1.12
H16 -2.52 -2.80 -0.34
H17 0.80 -3.01 -0.50
O5 -2.26 -1.95 0.04
H18 0.53 -2.30 2.63
H19 2.04 -2.60 -3.02
H20 -2.96 0.90 0.04
O6 -2.14 2.77 1.55
O7 1.78 2.01 -1.65
H21 -1.30 2.59 2.03
H22 2.41 0.17 1.84
H23 3.15 -0.63 0.76
O8 2.60 -0.60 -1.32
O9 1.32 -2.77 -2.41
O10 3.13 -0.46 1.72
H24 -2.73 0.15 -1.28
O11 -0.21 0.24 0.33
H25 -0.83 -2.40 1.96
H26 1.39 -2.02 -1.80
H27 0.07 1.68 3.27
H28 -0.38 -0.59 0.80
O12 -0.37 1.24 4.02
O13 -1.08 -0.45 -2.32
O14 -0.83 2.40 -2.40

Here are the natural (NBO) charges for atoms 1 to 6, given in e:
1. O -1.003
2. H 0.463
3. H 0.480
4. O -0.952
5. H 0.478
6. H 0.488

***

[4]
Density functional theory data (ωB97M-V/def2-TZVPD) for 14 unconnected molecules or ions with the total composition H28O14.

Output
**Relative energy (zero: lowest compared OMol25 entry of this formula, charge and spin)**: 52.3 kcal/mol
**Total charge**: 0
**E**: -29119.382 eV
**F_max**: 3.1 eV/Å
**Orbital gap**: 9.323 eV

Positions of all 42 atoms, in Å:
H1 0.28 2.61 0.18
O1 1.37 -0.37 3.01
O2 -0.01 0.27 0.38
H2 -2.46 2.10 1.99
H3 -1.56 -1.55 1.63
H4 -2.30 0.62 -1.81
H5 0.56 0.28 -0.36
O3 2.06 -2.27 -0.08
H6 0.35 1.60 1.60
H7 -2.34 1.78 0.47
O4 2.42 1.23 -0.64
O5 -0.18 2.91 -0.66
H8 -0.13 -0.83 -2.14
O6 2.79 -0.71 -2.55
H9 1.52 -1.93 -0.79
H10 2.99 -1.90 -0.08
H11 0.08 -0.62 0.59
H12 -2.71 -1.72 -0.18
H13 -0.24 -2.91 1.20
O7 -0.09 -1.62 -1.57
H14 -0.10 1.65 -1.88
H15 1.58 2.36 2.08
H16 2.93 1.11 0.13
O8 -2.69 -2.07 -1.09
O9 -0.15 -2.42 2.03
O10 -2.56 2.45 1.12
O11 -2.39 -1.08 1.48
H17 0.96 -1.18 2.67
H18 0.84 0.17 3.61
H19 -1.81 -1.88 -1.29
O12 -2.31 0.73 -0.88
H20 -0.33 -3.05 2.76
H21 -0.37 -2.41 -2.09
H22 -1.51 0.36 -0.49
H23 2.49 2.15 -0.71
H24 2.59 -0.08 -1.83
H25 0.32 3.62 -1.03
H26 0.64 1.38 -3.14
O13 0.58 2.43 2.07
H27 2.04 -0.76 -3.09
O14 -0.07 1.05 -2.60
H28 -3.10 -1.51 1.95

Here are the natural (NBO) charges for atoms 1 to 6, given in e:
1. H 0.499
2. O -0.999
3. O -0.937
4. H 0.455
5. H 0.482
6. H 0.481

***

[5]
Density functional theory data (ωB97M-V/def2-TZVPD) for 14 unconnected molecules or ions with the total composition H28O14.

Output
**Relative energy (zero: lowest compared OMol25 entry of this formula, charge and spin)**: 122.2 kcal/mol
**Total charge**: 0
**E**: -29116.354 eV
**F_max**: 5.3 eV/Å
**Orbital gap**: 9.802 eV

Positions of all 42 atoms, in Å:
O1 -1.67 2.42 -2.58
O2 1.99 3.79 -0.78
O3 2.56 -3.78 -0.44
H1 -4.27 -0.17 0.80
H2 1.45 -2.50 -1.19
H3 -0.79 2.51 -2.08
H4 2.84 3.43 -0.46
H5 4.85 -2.56 1.18
H6 -2.02 3.28 -2.84
H7 -0.77 -0.04 -0.37
H8 3.83 1.08 -2.61
H9 -5.76 -1.64 -1.82
H10 -2.77 -0.60 1.05
H11 -3.95 -3.69 0.65
H12 -4.65 -3.99 1.91
O4 1.69 0.52 0.73
H13 2.00 -2.87 -2.40
H14 2.43 0.90 3.45
H15 0.11 -1.19 0.44
O5 -4.28 -3.24 1.41
H16 0.34 3.78 0.99
H17 2.78 0.15 -3.05
H18 5.04 -1.19 0.61
H19 1.67 -0.44 0.95
O6 -0.75 -0.92 -0.01
H20 1.21 0.95 1.41
H21 0.10 4.44 -0.49
O7 0.09 4.58 0.44
O8 2.24 0.09 3.95
O9 -3.59 -0.89 0.66
H22 -4.36 -1.74 -2.24
O10 1.73 -2.06 -2.03
O11 -3.23 2.47 2.25
H23 1.50 3.05 -0.85
O12 4.42 -1.69 1.11
O13 -5.05 -1.19 -2.25
H24 2.35 -4.68 -0.29
O14 3.48 0.18 -2.46
H25 -3.21 2.56 1.35
H26 3.52 -3.81 -0.46
H27 2.78 -0.58 3.59
H28 -3.23 3.32 2.69

Here are the natural (NBO) charges for atoms 1 to 6, given in e:
1. O -0.945
2. O -0.928
3. O -0.942
4. H 0.468
5. H 0.476
6. H 0.466

***

[6]
Density functional theory data (ωB97M-V/def2-TZVPD) for 14 unconnected molecules or ions with the total composition H28O14.

Output
**Relative energy (zero: lowest compared OMol25 entry of this formula, charge and spin)**: 129.3 kcal/mol
**Total charge**: 0
**E**: -29116.046 eV
**F_max**: 2.4 eV/Å
**Orbital gap**: 9.257 eV

Positions of all 42 atoms, in Å:
H1 -0.51 -3.20 0.00
H2 2.12 -3.80 2.67
O1 0.09 4.03 -0.28
H3 -5.50 1.20 -0.97
H4 3.32 -1.11 0.63
O2 3.48 -2.04 0.84
H5 -3.34 -1.45 -1.61
O3 -0.76 -1.56 2.21
H6 1.14 3.54 2.30
H7 3.68 -2.71 -2.61
H8 0.10 0.42 -0.36
O4 -4.28 -1.58 -1.44
H9 -1.20 0.44 0.42
H10 -4.08 0.76 2.85
O5 2.43 3.10 -0.45
O6 3.26 -1.90 -2.30
H11 3.98 1.25 -1.16
H12 -4.32 -1.80 -0.50
H13 1.84 3.02 1.05
O7 1.82 -3.28 1.92
H14 2.24 3.97 -0.81
H15 -1.36 -0.70 -2.29
H16 -4.62 -0.01 -1.23
O8 -0.20 -2.30 0.13
H17 -3.65 1.82 1.85
H18 1.03 -2.83 2.25
H19 -0.12 3.09 -0.34
H20 -0.01 -1.06 -2.87
H21 2.52 0.88 -1.33
H22 -0.42 4.33 0.48
H23 -1.01 -1.77 0.14
H24 3.01 2.69 -1.10
H25 2.33 -2.13 -2.23
H26 -0.70 -0.63 2.46
O9 -3.87 0.89 1.92
O10 3.40 0.68 -1.67
O11 -0.43 -0.49 -2.22
O12 -5.52 0.30 -1.32
H27 4.42 -2.16 0.69
H28 -1.47 -1.90 2.76
O13 -0.82 0.68 -0.43
O14 2.01 3.29 1.96

Here are the natural (NBO) charges for atoms 1 to 6, given in e:
1. H 0.465
2. H 0.451
3. O -0.953
4. H 0.448
5. H 0.463
6. O -0.920

***

- Number 5 is which compound?
  H28O14